1.
6
Properties=species:S:1:pos:R:3:forces:R:3 method="wB97M-V/def2-TZVPD" gap_ev=11.93 total_charge=0 smiles="C=C"
C -0.05224 -0.40033 -0.48292 -4.660 -0.291 -4.810
C 0.25821 0.44353 0.41177 1.798 2.184 5.325
H -0.76046 -0.00809 -1.24800 0.743 -0.127 -0.211
H -0.19887 -1.47221 -0.51448 1.350 -0.183 0.681
H -0.00257 1.62398 0.62803 0.885 -3.444 -1.158
H 0.75593 -0.18689 1.20560 -0.116 1.862 0.173

2.
62
Properties=species:S:1:pos:R:3:forces:R:3 method="wB97M-V/def2-TZVPD" gap_ev=8.23 total_charge=-2
O 14.15223 8.80702 -6.28885 0.545 0.312 -1.033
C 15.17538 8.60332 -7.26712 -2.466 -2.320 0.255
C 14.83799 7.20937 -7.92046 -0.290 2.190 -0.146
O 15.72437 6.91688 -8.92775 0.824 -0.798 -0.102
H 16.15994 8.56061 -6.77544 0.022 0.241 -0.511
H 15.04500 9.30709 -8.08827 0.728 0.514 0.030
H 13.84162 7.24758 -8.35145 -0.651 0.554 0.001
H 14.70110 6.45577 -7.19429 0.498 -0.901 1.404
O 15.73481 4.65402 -5.76176 0.056 -0.267 1.658
H 15.48664 5.56675 -5.56946 -0.078 0.096 0.318
H 15.66981 4.48850 -6.69377 0.251 -0.101 -0.688
O 12.59310 10.73058 -5.53314 -0.329 1.649 0.282
H 13.05901 9.92993 -5.77955 0.566 -0.945 -0.103
H 13.23659 11.38353 -5.85546 -0.376 -0.083 0.241
O 14.84002 11.28465 -10.12611 -0.502 0.629 -0.412
H 14.67114 11.67407 -11.00470 0.216 -0.653 0.693
H 14.72485 10.31302 -10.18292 0.112 -0.365 -0.665
O 12.30528 6.88004 -5.90877 -1.216 -0.347 0.423
H 11.67111 7.33386 -5.32159 0.623 -0.250 -0.434
H 13.01260 7.51687 -6.08774 0.535 0.717 0.128
O 17.90619 8.71929 -9.06213 0.640 0.480 -0.347
H 17.03465 8.42289 -8.80893 -0.869 -0.670 -0.508
H 18.23624 8.99235 -8.21447 0.539 0.379 0.567
O 10.64006 6.42938 -8.10489 -0.553 -0.221 -1.456
H 11.26714 6.65161 -7.40935 0.535 -0.042 0.233
H 11.11876 6.38394 -8.96590 -0.303 0.139 1.277
O 16.46960 12.29080 -8.30867 1.043 0.540 1.015
H 16.14477 11.66458 -8.94221 -0.768 -0.413 -0.967
H 17.17902 11.80283 -7.87463 -0.109 0.190 0.191
O 15.34286 7.25306 -4.57010 -1.445 -0.933 0.753
H 16.25655 7.34535 -4.76135 1.660 0.316 -0.019
H 14.85646 7.84918 -5.16361 -0.234 0.330 -0.022
O 17.67486 6.35071 -7.37558 0.358 -0.824 1.861
H 18.46136 6.64190 -7.79890 0.638 0.405 -1.105
H 16.89723 6.61238 -7.90183 -0.001 0.201 -0.945
O 13.01654 4.26503 -7.59375 0.671 0.148 0.191
H 13.90632 3.85967 -7.55968 -0.666 0.026 -0.268
H 13.26734 5.19046 -7.42742 -0.676 -0.415 0.136
O 15.65765 4.21356 -8.30805 -0.320 0.743 -0.345
H 15.63143 5.23233 -8.48574 0.794 -2.143 -0.479
H 16.35051 3.72210 -8.77116 -0.077 1.019 0.103
O 14.74634 8.59412 -10.66301 1.789 0.995 0.964
H 13.86750 8.32543 -10.81083 -1.893 -0.749 -0.498
H 15.00980 8.03095 -9.87319 0.557 0.176 -1.172
O 12.24293 7.59759 -10.23382 -0.546 0.738 0.114
H 12.35725 8.15083 -9.39838 -0.356 -0.230 -0.499
H 11.54783 8.08358 -10.70767 0.202 -0.355 0.243
O 15.94205 10.32561 -5.03791 1.012 1.193 1.024
H 15.34212 9.85622 -5.64631 -0.914 0.092 0.943
H 15.50796 10.61345 -4.20230 0.025 -0.801 -1.424
O 14.14417 5.51266 -10.55460 0.274 -0.137 -0.043
H 14.70191 6.01569 -9.91448 -0.120 -0.198 -0.629
H 13.26549 5.83242 -10.35447 -0.364 0.001 -0.085
O 17.23235 5.10055 -10.73513 0.818 -0.697 -0.500
H 16.63199 5.55726 -10.14709 -0.376 0.402 0.146
H 16.80632 4.26960 -10.97939 -0.230 0.445 0.078
O 12.27429 9.40555 -8.24873 -1.105 -3.068 0.977
H 12.94274 9.25319 -7.55267 0.253 0.096 0.416
H 12.46387 10.17128 -8.69712 0.981 2.981 -1.388
O 18.10259 7.27326 -4.90407 0.792 0.711 -0.105
H 18.51288 8.16161 -4.94941 -0.548 -0.778 -0.069
H 18.02808 6.93332 -5.83433 -0.175 0.053 0.304

3.
69
Properties=species:S:1:pos:R:3:forces:R:3 method="wB97M-V/def2-TZVPD" gap_ev="7.62 / 8.90" multiplicity=4 total_charge=0
V -1.32748 2.36184 0.09239 0.026 -0.586 0.664
O -1.14799 0.94270 -1.40167 0.761 -0.116 0.913
C -0.06472 0.21615 -0.85253 1.635 0.268 -0.119
C -0.31654 -0.27486 0.62540 -3.279 0.203 -3.434
O -0.97138 0.72154 1.32081 -0.400 1.228 0.207
H 0.82256 0.92030 -0.90213 -0.298 -0.673 0.502
H 0.26677 -0.64831 -1.49179 -0.410 0.902 0.401
H 0.52606 -0.56373 1.14398 2.325 -1.335 0.725
H -0.97103 -1.17558 0.46624 0.651 0.398 0.531
O -1.23005 -3.34345 2.10573 1.235 -1.195 0.404
H -0.75650 -3.80491 2.82887 -0.479 0.020 -0.928
H -1.84363 -2.83813 2.60700 -1.251 0.926 0.310
O 3.04867 3.19284 0.16484 0.562 0.611 0.732
H 3.67456 2.77069 0.76817 -0.301 0.348 0.175
H 2.87721 2.50527 -0.46599 0.186 -1.054 -1.038
O -2.04984 -1.21899 -2.78061 -0.604 0.087 1.091
H -1.72578 -0.45849 -2.26186 -0.621 -0.029 -0.077
H -1.33476 -1.33803 -3.39922 0.343 -0.201 -0.907
O 1.08246 -2.31094 3.62396 1.866 -2.428 0.354
H 0.77326 -3.24559 3.55259 0.247 1.503 0.449
H 0.35940 -1.71833 3.59067 -1.905 1.029 0.029
O 0.49472 3.44414 -0.53761 -2.862 -0.692 1.162
H 1.36647 3.31390 -0.24708 2.257 -0.022 1.211
H 0.49900 3.81532 -1.38140 0.129 0.998 -2.179
O -0.15727 -3.06705 -1.14607 -0.841 -0.986 -0.415
H -0.10164 -2.20196 -1.50680 -0.442 0.933 -1.257
H 0.51279 -2.96493 -0.49968 1.119 -0.683 1.814
O -0.10737 2.16006 4.14382 -1.347 -0.575 1.206
H 0.47490 2.00422 3.40690 0.629 -0.170 -0.626
H -0.42804 1.23628 4.35623 0.351 1.399 -0.103
O 0.94264 1.37704 -3.70813 1.813 0.018 -0.138
H 0.32024 1.41720 -3.01676 -1.944 0.038 1.818
H 0.42172 1.48505 -4.47842 -0.780 0.422 -1.529
O 2.02289 -3.11664 1.26305 1.541 -0.776 -3.695
H 1.64335 -2.86353 2.05273 -1.241 1.203 2.712
H 2.38535 -2.29916 0.88359 0.094 -0.247 0.152
O -1.09153 3.74744 1.94212 0.042 -0.120 0.115
H -1.30051 3.14612 2.68429 0.291 0.062 0.118
H -0.28871 4.20615 2.26412 -0.558 -0.383 -0.478
O 0.07230 -1.13929 -4.31205 0.034 0.935 -0.503
H 0.63682 -1.78563 -3.91953 0.715 -1.240 0.329
H 0.44150 -0.32616 -3.92096 -0.148 -0.283 -0.388
O -3.40024 -0.89980 1.29910 -1.427 -0.893 0.212
H -2.68345 -0.32250 1.41545 1.936 1.731 0.505
H -3.01634 -1.52853 0.66526 -0.602 -0.766 -0.492
O 1.97248 -2.16713 -2.50093 -0.189 -0.129 0.023
H 2.42001 -2.83314 -1.99098 -0.310 -1.136 0.519
H 2.70725 -1.59565 -2.62169 0.949 1.422 -0.666
O 3.36004 -0.63914 0.15508 0.359 -0.891 1.340
H 3.08913 -0.13380 -0.59394 -0.305 1.045 -0.793
H 3.54329 -0.05183 0.90461 -0.092 -0.085 -0.640
O 1.55384 1.43481 2.21551 1.354 -1.086 -0.230
H 1.17278 0.75122 1.63669 -0.290 0.682 0.091
H 2.24392 0.90609 2.66199 -0.314 0.588 0.149
O -3.42043 1.79138 0.18642 0.060 1.134 0.440
H -3.78741 1.23426 -0.47974 -0.053 -0.695 -1.380
H -3.75897 1.33134 0.94926 -0.011 -0.255 0.983
O -0.87032 -0.37813 3.70704 -0.431 -1.789 2.397
H -1.77229 -0.74350 3.73805 0.461 0.444 -0.246
H -0.77115 0.10980 2.90653 -0.521 1.087 -2.260
O -2.53464 2.00247 -3.39415 -1.164 0.787 -0.670
H -1.99071 1.66491 -2.69522 0.848 -0.717 0.774
H -3.41269 1.67080 -3.15423 0.262 0.039 -0.433
O -2.88322 -2.83649 -0.53057 0.200 3.335 -0.724
H -2.03261 -2.76244 -0.99921 -0.306 -0.499 0.086
H -3.04728 -3.70100 -0.29644 -0.136 -2.922 0.758
O 2.99342 1.54263 -2.07289 2.319 -1.008 2.161
H 3.70366 2.14682 -2.30654 -0.411 0.127 -0.494
H 2.17102 1.72600 -2.46171 -1.328 0.717 -1.722

4.
71
Properties=species:S:1:pos:R:3:forces:R:3 method="wB97M-V/def2-TZVPD" gap_ev=7.31 total_charge=-1
C 9.96418 15.29418 -9.08172 -0.156 -0.627 -1.009
C 9.01721 15.77982 -7.99665 1.267 0.304 0.223
O 9.12476 17.12527 -7.73255 0.153 -0.506 -0.466
H 9.60249 15.73262 -9.99982 -0.007 0.094 -0.573
H 9.86754 14.21687 -9.24560 0.086 -0.095 0.227
H 11.04610 15.55626 -9.06128 -1.143 -0.133 0.566
H 9.16420 15.23909 -7.09984 0.694 -1.126 1.395
H 8.00798 15.50395 -8.19945 -1.304 -0.309 -0.961
O 7.74435 17.14987 -5.56863 -0.322 -0.426 1.032
H 8.30580 17.01064 -6.37615 0.218 0.306 -0.292
H 7.51189 16.30808 -5.16190 0.269 0.066 -0.174
O 9.70211 19.42644 -6.71573 0.022 1.293 0.750
H 10.35553 19.54764 -7.38367 1.136 0.820 -0.686
H 9.44782 18.56709 -7.01008 -1.039 -1.345 0.092
O 11.67868 13.56241 -11.30576 -1.616 1.297 0.850
H 12.20471 13.08532 -11.87671 2.188 -1.189 -2.501
H 11.42968 12.85086 -10.71724 -0.498 -0.174 1.161
O 7.06909 13.56594 -6.36087 0.080 -0.217 0.041
H 6.46827 14.25786 -6.09183 -0.236 0.374 0.135
H 7.02616 13.58019 -7.32926 -0.078 -0.152 -0.176
O 10.53585 17.92644 -10.08480 -0.018 2.971 -1.027
H 10.20332 17.40340 -9.40193 -0.460 -0.962 1.948
H 11.22255 17.49301 -10.55270 0.932 -1.057 -0.695
O 13.55500 17.41300 -8.94208 1.639 0.608 -1.311
H 13.42366 18.10408 -9.61880 -0.341 -0.562 0.890
H 12.77243 17.32159 -8.40487 -1.163 0.543 0.678
O 8.76674 17.51876 -12.22889 0.352 -1.223 -1.887
H 8.42331 17.49646 -11.35739 -0.942 1.175 1.746
H 8.94674 16.56416 -12.29341 0.495 0.809 -0.818
O 5.43810 15.80466 -8.91405 0.562 -0.656 -0.355
H 6.04871 15.72188 -9.67037 0.087 0.435 0.408
H 4.58677 15.81713 -9.33712 -0.693 0.217 -0.021
O 13.41307 14.69281 -9.55672 0.953 -1.824 -2.426
H 12.90433 15.11181 -8.91046 -1.185 1.094 1.522
H 12.78451 14.23591 -10.18782 0.639 0.457 1.158
O 11.72907 14.16250 -7.02511 2.612 1.049 -1.260
H 12.63458 13.80043 -6.97822 -0.575 0.177 0.177
H 11.15230 13.57696 -6.57986 -1.456 -1.274 1.420
O 9.19976 11.78621 -10.32598 -0.383 -1.741 -1.327
H 8.68824 11.04244 -10.73192 1.125 0.643 0.286
H 8.48494 12.19889 -9.85086 -0.519 0.851 1.017
O 7.25787 15.05088 -11.03119 -0.076 1.419 2.505
H 8.10104 14.99320 -11.43083 1.924 0.051 -1.107
H 6.71008 14.47864 -11.48667 -1.752 -1.681 -1.730
O 9.69385 12.85937 -6.12389 -1.007 -1.292 0.825
H 9.54984 12.01057 -5.63117 0.250 1.274 -0.726
H 8.80958 13.30685 -6.10790 0.497 -0.356 -0.030
O 10.78440 15.32382 -4.42123 0.397 -0.305 0.841
H 10.63814 15.50151 -5.33407 0.478 0.469 -1.394
H 9.88253 15.27620 -4.13897 -0.796 -0.030 0.802
O 7.05855 13.07636 -9.16058 0.544 -0.699 0.863
H 7.43948 13.81814 -9.66662 -0.800 0.144 -0.490
H 6.42330 12.53678 -9.64191 -0.015 0.640 -0.211
O 11.69815 16.92819 -7.08666 -0.401 -0.177 0.173
H 11.96207 15.99856 -7.03869 -0.305 0.151 0.269
H 10.69028 16.92767 -7.17199 0.831 0.475 -0.224
O 12.70678 16.41395 -11.53392 -1.201 -0.167 -1.005
H 13.09027 15.96589 -10.77537 0.761 0.072 0.614
H 13.27851 17.11042 -11.82845 0.536 0.326 0.039
O 7.51170 17.85346 -9.85402 -0.682 -3.323 -0.684
H 7.75227 18.71460 -9.64457 0.854 2.351 0.890
H 8.14612 17.27046 -9.37217 -0.604 1.299 0.212
O 9.66455 14.97168 -12.66787 -0.734 1.148 1.674
H 9.48017 14.56028 -13.46593 -0.559 -1.093 -2.414
H 10.41137 14.52409 -12.29953 1.235 -0.525 0.842
O 5.69047 17.98452 -7.04200 0.095 -2.100 -1.444
H 5.80446 17.25711 -7.73915 -0.733 1.791 0.705
H 6.35622 17.60250 -6.44280 0.110 0.856 0.588
O 11.61775 12.24611 -8.88493 -0.058 -1.202 -0.994
H 10.77656 11.94553 -9.27422 0.075 0.080 0.701
H 11.46242 13.03919 -8.36378 -0.242 0.417 0.154

The records above give, respectively, energy relative to the best compared isomer or geometry (same formula, charge and spin) values of 115.40 17.05 45.55 127.85 kJ/mol.